This record from the OMol25 dataset describes a gas-phase ion, C5H11INO2 (charge -1). The level of theory is wB97M-V/def2-TZVPD.

The calculation puts the HOMO energy (alpha / beta) at -0.129 / -0.129 Eh. Its charge is -1. As for the energy above the lowest of the compared OMol25 structures with the same formula, charge and spin: 39.9 kcal per mole. As for the HOMO-LUMO gap (alpha / beta): 6.90 / 6.90 eV.

```
20
Properties=species:S:1:pos:R:3:forces:R:3:lowdin_charge:R:1
C -1.346118 0.947598 -0.997755 -2.1 -1.3 0.0 -0.0594
C -0.400331 0.015679 -0.231555 -1.6 -2.0 0.4 -0.4931
C 0.196330 -1.102666 -1.182165 -0.3 4.7 -3.6 -0.0554
C -1.221975 -0.898138 0.775647 2.6 1.0 1.2 -0.0627
C 0.606911 0.930138 0.459922 1.9 -2.0 0.9 -0.3841
O 1.462217 1.475647 -0.444400 0.6 0.0 0.4 -0.0834
N 1.653699 -0.273962 1.238491 0.2 -0.5 -1.3 -0.3424
O 2.781767 -0.244448 0.687228 -2.0 0.7 0.5 -0.2026
I 1.599504 0.446618 3.619923 0.0 0.4 0.8 -0.0356
H -0.830950 1.809949 -1.209144 1.1 2.3 -0.5 0.0355
H -1.675388 0.595753 -1.981156 0.2 -0.5 0.1 0.0719
H -2.312402 1.235069 -0.499857 1.0 -0.4 0.1 0.0943
H 0.580509 -1.885115 -0.703482 1.3 -3.2 2.2 0.0123
H 1.024570 -0.777887 -1.907323 -0.9 0.1 1.2 0.1042
H -0.581367 -1.389716 -1.911789 0.0 -0.2 0.7 0.0750
H -1.884316 -1.544631 0.271263 -0.9 -0.6 -0.8 0.0500
H -0.511260 -1.528423 1.398973 -0.7 0.7 -0.9 0.0868
H -1.736880 -0.280013 1.491942 -0.5 0.3 0.3 0.0628
H 0.344294 1.606097 1.295205 -0.5 -0.5 -0.6 0.0768
H 2.251185 0.862452 -0.169967 0.7 0.9 -1.0 0.0490
```
Positions in Å, forces in eV/Å.